{"formula": "C28H41BrN2P2PbS", "method": "ωB97M-V/def2-TZVPD", "symbols": ["C", "C", "C", "C", "N", "C", "C", "C", "C", "C", "C", "C", "C", "C", "Pb", "P", "H", "H", "H", "H", "H", "H", "H", "H", "C", "C", "H", "H", "H", "H", "H", "C", "C", "H", "H", "H", "H", "H", "C", "C", "H", "H", "H", "H", "H", "Br", "P", "C", "C", "H", "H", "H", "H", "H", "C", "C", "H", "H", "H", "H", "H", "C", "C", "H", "H", "H", "H", "H", "S", "C", "C", "N", "C", "H", "H", "H"], "coordinates": [[-2.62072, -1.91481, -3.62751], [-2.64162, -0.49884, -3.78840], [-3.64606, 0.24379, -3.12843], [-4.58760, -0.46030, -2.38919], [-4.41722, -1.73851, -2.08035], [-3.61908, -2.47572, -2.84078], [-1.54782, 0.22894, -4.34734], [-0.44570, 0.67275, -4.65376], [0.91340, 0.93393, -4.38551], [1.20186, 0.64270, -3.02933], [2.50156, 0.84840, -2.55709], [3.53014, 0.90618, -3.49678], [3.25583, 1.27452, -4.83967], [1.91629, 1.31045, -5.29144], [2.18896, -1.20930, -0.73280], [-0.65352, -1.60719, 0.91292], [-3.68018, 1.33392, -3.17226], [-1.86485, -2.56278, -4.07467], [-5.44624, 0.08372, -2.02424], [-3.75301, -3.54911, -2.83167], [1.64242, 1.57260, -6.32292], [0.36927, 0.15988, -2.43298], [4.09130, 1.53645, -5.49395], [2.79651, 0.94607, -1.47091], [-0.65334, -1.84060, 2.76168], [-1.96700, -1.87821, 3.53937], [-0.06211, -0.99214, 3.15019], [-0.07783, -2.77154, 2.91991], [-1.70474, -1.95784, 4.60125], [-2.56452, -0.96398, 3.43090], [-2.60009, -2.74634, 3.31735], [-2.18197, -0.56506, 0.66179], [-3.56200, -1.13816, 0.96571], [-2.18448, -0.29477, -0.40725], [-2.00732, 0.34545, 1.26137], [-4.28820, -0.32681, 0.83795], [-3.85864, -1.91468, 0.25194], [-3.68870, -1.50849, 1.98636], [-1.30774, -3.22947, 0.30867], [-2.18607, -4.04465, 1.24841], [-0.41771, -3.83810, 0.06303], [-1.85855, -2.99407, -0.61858], [-2.38718, -5.00933, 0.76585], [-1.70015, -4.26259, 2.20655], [-3.16477, -3.58914, 1.44287], [5.29446, 0.49338, -2.78088], [1.03662, 1.71570, 1.03781], [-0.30678, 2.16902, 2.21808], [-0.07092, 3.33813, 3.16275], [-0.45812, 1.25505, 2.82249], [-1.22684, 2.33328, 1.63442], [-0.93982, 3.39411, 3.82588], [0.81315, 3.19797, 3.79300], [-0.00213, 4.30911, 2.65800], [2.58447, 2.33239, 1.85041], [2.99092, 3.77740, 1.58787], [3.40634, 1.67719, 1.49922], [2.46582, 2.15726, 2.93381], [3.96363, 3.94568, 2.06510], [3.12392, 4.00084, 0.52422], [2.30913, 4.52634, 2.01016], [0.75525, 2.84037, -0.42948], [0.13622, 4.20647, -0.12897], [0.04787, 2.30549, -1.09529], [1.72222, 2.94898, -0.95973], [-0.01281, 4.72492, -1.08407], [-0.85536, 4.12166, 0.33782], [0.77548, 4.85724, 0.48289], [5.45015, -2.42717, 2.33468], [4.19825, -3.66990, 2.52366], [3.04769, -3.30977, 1.87305], [3.15292, -2.03087, 1.27052], [4.38969, -1.45436, 1.44425], [4.38447, -4.57894, 3.08170], [2.10589, -3.86156, 1.82478], [4.65744, -0.45260, 1.08561]], "atomic_forces_ev_per_a": [[-0.413, 0.478, 0.166], [0.863, 0.481, 0.942], [-0.222, -0.702, -0.004], [-0.748, 1.357, 0.209], [0.627, 0.927, -1.730], [0.497, -1.277, -0.551], [1.008, -0.165, -1.045], [-2.551, -1.067, 0.687], [0.975, -0.344, 0.467], [-0.305, 0.221, 0.076], [-0.046, -0.525, -0.044], [0.647, 0.920, -0.181], [-0.077, -0.349, 0.491], [0.542, 0.074, 0.592], [-0.683, -1.494, 0.860], [-2.004, -0.347, 0.861], [-0.183, -0.400, -0.138], [-0.373, 0.269, -0.073], [-0.201, -0.128, 0.495], [0.043, -0.214, 0.305], [0.355, -0.089, 0.520], [0.908, 1.156, -0.402], [-0.339, -0.319, 0.063], [-0.309, 0.008, -1.095], [1.030, 0.312, -0.263], [-0.352, -0.083, 0.478], [0.063, -0.479, 0.019], [-0.077, 0.463, 0.139], [-0.008, 0.049, -0.170], [0.330, -0.217, 0.089], [0.286, 0.446, 0.067], [0.766, 0.583, -0.321], [-0.555, -0.131, 0.083], [0.166, 0.273, 0.234], [-0.179, -0.232, -0.390], [0.097, -0.046, 0.030], [0.196, 0.103, 0.343], [-0.004, 0.099, -0.557], [0.860, -0.120, -0.555], [-0.425, -0.451, 0.207], [-0.429, 0.077, -0.226], [0.385, -0.188, 0.130], [0.110, 0.147, 0.096], [-0.093, 0.000, -0.320], [0.450, -0.141, -0.048], [-1.030, 0.512, -0.633], [-0.198, 3.280, 0.475], [-0.605, -1.398, -0.088], [0.380, 0.598, 0.235], [-0.157, 0.337, -0.105], [0.336, -0.199, 0.082], [0.111, -0.085, -0.051], [-0.227, 0.079, -0.079], [0.043, -0.347, 0.047], [0.592, -1.263, 0.173], [-0.031, 0.790, -0.267], [-0.222, 0.230, 0.290], [0.057, -0.176, -0.442], [-0.140, -0.169, -0.038], [-0.016, -0.074, 0.175], [0.092, -0.395, -0.067], [0.020, -0.934, -0.744], [-0.179, 0.500, 0.465], [0.480, 0.156, 0.142], [-0.537, -0.141, 0.217], [0.075, -0.200, 0.084], [0.351, 0.056, -0.105], [-0.263, -0.319, -0.188], [-1.305, -0.720, 0.088], [0.117, 1.024, -0.673], [1.140, 1.328, -0.026], [1.446, 0.528, 0.034], [-1.441, -1.702, 0.433], [0.105, 0.118, -0.032], [0.477, 0.194, -0.008], [-0.094, -0.543, 0.072]], "homo_energy_ev": [-19.18, -19.17], "homo_lumo_gap_ev": [4.3, 4.4], "fmax_ha_per_bohr": 0.0646, "energy_ha": -5047.05296, "total_charge": 4, "mol_weight_g_mol": 786.77}